Entry from the Open Molecules 2025 dataset: a structure of composition C8H9AlCeF5I2O5STe in a non-equilibrium geometry (ωB97M-V/def2-TZVPD).

## Properties
Largest force on an atom = 7.6 eV/Å
Net charge = +4
Spin multiplicity = 2
E = -86074.4731 eV

Each line ends with the Mulliken charge.
CARTESIAN COORDINATES (ANGSTROEM)
I -2.050 3.049 -2.163  0.372
I -1.251 -2.870 2.633  0.591
Al -0.224 -1.173 1.051  0.744
Ce -0.581 1.382 -0.542  0.918
S -1.806 -0.967 -0.661  -0.115
C 0.870 0.533 -2.657  0.193
C 1.565 2.554 -0.402  0.268
C -1.756 -2.053 -2.277  1.367
C -2.629 -3.209 -1.798  -1.534
C -0.373 -2.528 -2.718  -1.344
C -2.441 -1.228 -3.360  -1.427
C 1.558 -0.514 2.218  0.462
C 1.312 -2.410 -0.012  0.373
O 2.320 3.425 -0.493  0.026
O 1.317 0.336 -3.708  -0.019
O 2.421 -0.551 2.951  0.014
O 1.973 -3.299 -0.324  0.000
H -2.738 -3.977 -2.591  0.466
H -3.633 -2.828 -1.502  0.470
H -2.178 -3.684 -0.898  0.360
H -0.368 -2.612 -3.818  0.404
H -0.167 -3.526 -2.313  0.402
H 0.443 -1.855 -2.447  0.099
H -2.583 -1.851 -4.263  0.500
H -1.853 -0.341 -3.647  0.327
H -3.423 -0.872 -3.019  0.448
F 0.210 1.070 4.123  -0.370
Te -0.022 2.477 2.888  2.191
F 1.027 3.671 3.936  -0.275
F -0.186 3.776 1.461  -0.453
F -1.652 3.047 3.660  -0.294
F 1.612 2.002 2.068  -0.463
O -0.749 1.118 1.643  -0.702